# 1
{"formula": "C47H45CaGeIN10O2Se", "method": "wB97M-V/def2-TZVPD", "lumo_ev": -0.9, "orbital_gap_ev": 5.1, "de_lowest_kcal_mol": 118.3, "total_energy_ev": -216867.1620, "largest_force_ev_per_a": 1.062, "species": ["Ca", "C", "C", "N", "C", "C", "C", "O", "C", "C", "N", "C", "C", "C", "C", "C", "C", "I", "C", "O", "H", "H", "H", "H", "H", "H", "H", "H", "H", "H", "H", "H", "C", "C", "C", "C", "N", "C", "N", "C", "N", "C", "N", "C", "C", "C", "C", "C", "N", "C", "C", "C", "C", "C", "C", "H", "H", "H", "H", "H", "H", "H", "H", "H", "H", "H", "H", "N", "C", "C", "C", "C", "C", "C", "C", "N", "C", "C", "N", "C", "H", "H", "H", "H", "H", "H", "H", "C", "Ge", "C", "C", "C", "Se", "C", "H", "H", "H", "H", "H", "H", "H", "H", "H", "H", "H", "H", "H", "H"], "positions_angstrom": [[-0.1036, -0.6470, -0.3453], [-2.8735, -4.3357, -0.3516], [-1.4995, -4.3031, -0.9589], [-0.8506, -5.4633, -1.0515], [0.3728, -5.4446, -1.5683], [1.0217, -4.2964, -1.9985], [2.3819, -4.4325, -2.6093], [3.4516, -3.9238, -1.8020], [0.3815, -3.0429, -1.8621], [1.1311, -1.8050, -2.0906], [0.5351, -0.6589, -2.8751], [1.5531, 0.0605, -3.6567], [2.7510, -0.5786, -3.9940], [3.7762, 0.0481, -4.6784], [3.6393, 1.3666, -5.0671], [2.4546, 2.0178, -4.7838], [1.4191, 1.3833, -4.1007], [-0.2778, 2.5844, -3.9377], [-0.9486, -3.0661, -1.3548], [-1.6161, -1.9369, -1.1981], [-3.4684, -5.1208, -0.8198], [-3.3685, -3.3746, -0.4697], [-2.8106, -4.5707, 0.7151], [0.8690, -6.4076, -1.6660], [2.4488, -3.8668, -3.5436], [2.5653, -5.4849, -2.8497], [3.3512, -4.3130, -0.9275], [2.1677, -1.9832, -2.2975], [2.9117, -1.6066, -3.7096], [4.6803, -0.5051, -4.8959], [4.4322, 1.8837, -5.5905], [2.3166, 3.0427, -5.0980], [1.9193, 1.0660, 3.2889], [0.8549, 1.6780, 3.9487], [-0.2878, 1.9718, 3.2433], [-0.3726, 1.6453, 1.8775], [0.6412, 1.0187, 1.2600], [1.7526, 0.7562, 1.9573], [-1.5513, 2.0411, 1.2599], [-1.9792, 1.7980, 0.0627], [-1.4609, 1.0327, -0.9504], [-2.3815, 0.9385, -1.9388], [-2.4600, 0.2156, -3.0100], [-1.8254, -0.7483, -3.6982], [-2.7046, -1.4461, -4.5761], [-2.3077, -2.4428, -5.4123], [-0.9538, -2.8079, -5.4374], [-0.1142, -2.1462, -4.6066], [-0.5110, -1.1387, -3.7802], [-3.5255, 1.8455, -1.6300], [-4.6665, 2.1632, -2.3371], [-5.5666, 3.0387, -1.7364], [-5.3274, 3.5552, -0.4641], [-4.1782, 3.2166, 0.2445], [-3.2864, 2.3624, -0.3701], [2.8449, 0.8315, 3.7953], [0.9294, 1.9281, 4.9995], [-1.1364, 2.4606, 3.6997], [2.5455, 0.2591, 1.4052], [-3.7336, -1.1261, -4.5253], [-3.0287, -2.9428, -6.0449], [-0.5752, -3.5980, -6.0677], [0.9334, -2.3888, -4.5247], [-4.8455, 1.7418, -3.3176], [-6.4714, 3.3204, -2.2595], [-6.0508, 4.2284, -0.0223], [-3.9821, 3.6045, 1.2355], [0.9504, -7.6448, 8.4392], [0.6832, -6.8889, 7.6164], [0.3489, -5.9433, 6.5872], [1.3564, -5.3251, 5.8515], [1.0353, -4.4062, 4.8710], [-0.2969, -4.1076, 4.6081], [-1.3052, -4.7286, 5.3348], [-0.9836, -5.6385, 6.3241], [-0.6274, -3.1717, 3.6009], [-1.8006, -2.4493, 3.4911], [-1.6807, -1.7094, 2.3613], [-0.4625, -1.9603, 1.7657], [0.1394, -2.8290, 2.5309], [2.3918, -5.5575, 6.0583], [1.8280, -3.9094, 4.3295], [-2.3438, -4.5258, 5.1155], [-1.7671, -6.1250, 6.8880], [-2.5878, -2.5061, 4.2198], [-2.3957, -1.0275, 1.9296], [1.0944, -3.2815, 2.3229], [1.5400, 7.6692, 0.6371], [2.3850, 6.1349, 1.5076], [4.1486, 5.8129, 0.7305], [2.5486, 6.4665, 3.4343], [1.2941, 4.5238, 1.2285], [0.9579, 4.1326, -0.6596], [-0.7305, 5.0878, -0.7700], [2.1766, 8.5507, 0.7213], [0.5773, 7.8986, 1.0954], [1.3867, 7.4605, -0.4219], [4.7537, 6.7197, 0.7497], [4.0435, 5.4893, -0.3052], [4.6774, 5.0368, 1.2853], [3.1603, 7.3492, 3.6243], [3.0149, 5.6155, 3.9324], [1.5672, 6.6296, 3.8815], [0.3216, 4.5920, 1.7188], [1.8017, 3.6500, 1.6445], [-0.5841, 6.1476, -0.5797], [-1.4316, 4.6653, -0.0531], [-1.1170, 4.9512, -1.7786]], "atomic_forces_ev_per_a": [[0.9, -0.5, 0.1], [0.0, 0.0, 0.0], [0.0, 0.0, 0.0], [0.0, 0.0, 0.0], [0.0, 0.0, 0.0], [0.0, 0.1, 0.0], [0.0, 0.0, 0.0], [0.0, 0.0, 0.0], [0.0, -0.1, 0.1], [0.1, 0.1, 0.2], [-0.2, 0.0, 0.0], [0.1, 0.0, 0.0], [0.1, 0.0, 0.0], [0.0, 0.0, 0.0], [0.0, 0.0, 0.0], [0.0, 0.0, 0.0], [0.0, 0.0, 0.0], [-0.1, -0.1, 0.0], [-0.1, 0.0, -0.1], [-0.3, -0.2, -0.1], [0.0, 0.0, 0.0], [0.0, 0.0, 0.0], [0.0, 0.0, 0.0], [0.0, 0.0, 0.0], [0.0, 0.0, 0.0], [0.0, 0.0, 0.0], [0.0, 0.0, 0.0], [-0.2, 0.0, 0.0], [0.0, 0.1, -0.1], [0.0, 0.0, 0.0], [0.0, 0.0, 0.0], [0.0, 0.0, 0.0], [0.0, 0.0, 0.0], [0.0, 0.0, 0.0], [0.1, 0.0, 0.0], [-0.1, 0.1, -0.1], [-0.2, 0.2, 0.2], [0.1, 0.0, 0.0], [0.0, 0.0, 0.0], [0.1, 0.2, 0.1], [-0.4, 0.0, 0.1], [0.1, 0.0, -0.1], [0.1, 0.1, -0.1], [0.0, -0.1, 0.1], [0.0, 0.0, 0.0], [0.1, 0.0, 0.0], [0.0, 0.0, 0.0], [0.0, 0.0, 0.0], [0.0, 0.1, -0.1], [0.0, 0.0, 0.0], [0.0, 0.0, 0.0], [0.0, 0.0, 0.0], [0.0, 0.0, 0.0], [0.0, 0.0, 0.0], [0.0, 0.0, -0.1], [0.0, 0.0, 0.0], [0.0, 0.0, 0.0], [0.0, 0.0, 0.0], [0.0, 0.0, 0.0], [0.0, 0.0, 0.0], [0.0, 0.0, 0.0], [0.0, 0.0, 0.0], [0.0, 0.0, 0.0], [0.0, 0.0, 0.0], [0.0, 0.0, 0.0], [0.0, 0.0, 0.0], [0.0, 0.0, 0.0], [0.0, 0.0, 0.0], [0.0, 0.0, 0.0], [0.0, 0.0, 0.0], [0.0, 0.0, 0.0], [0.0, 0.0, 0.0], [0.0, 0.0, 0.0], [0.0, 0.0, 0.0], [0.0, 0.0, 0.0], [0.0, 0.0, 0.0], [0.0, 0.0, 0.0], [0.0, 0.0, 0.0], [0.0, 0.1, 0.1], [0.0, -0.1, -0.1], [0.0, 0.0, 0.0], [0.0, 0.0, 0.0], [0.0, 0.0, 0.0], [0.0, 0.0, 0.0], [0.0, 0.0, 0.0], [0.0, 0.0, 0.0], [0.0, 0.0, 0.0], [0.0, 0.0, 0.0], [0.0, 0.0, 0.0], [0.0, 0.0, 0.0], [0.0, 0.0, 0.0], [0.0, 0.0, 0.0], [0.0, 0.0, 0.0], [0.0, 0.0, 0.0], [0.0, 0.0, 0.0], [0.0, 0.0, 0.0], [0.0, 0.0, 0.0], [0.0, 0.0, 0.0], [0.0, 0.0, 0.0], [0.0, 0.0, 0.0], [0.0, 0.0, 0.0], [0.0, 0.0, 0.0], [0.0, 0.0, 0.0], [0.0, 0.0, 0.0], [0.0, 0.0, 0.0], [0.0, 0.0, 0.0], [0.0, 0.0, 0.0], [0.0, 0.0, 0.0]]}

# 2
{"formula": "C47H45CdI2N5O4PS", "method": "wB97M-V/def2-TZVPD", "lumo_ev": 2.2, "orbital_gap_ev": 6.6, "de_lowest_kcal_mol": 19.0, "total_energy_ev": -106003.9506, "largest_force_ev_per_a": 0.548, "total_charge": -1, "species": ["Cd", "I", "C", "C", "C", "I", "C", "O", "C", "C", "N", "C", "C", "C", "C", "C", "C", "N", "C", "H", "H", "H", "H", "H", "H", "H", "H", "H", "H", "H", "C", "N", "C", "C", "C", "C", "C", "C", "C", "N", "C", "C", "C", "C", "C", "C", "N", "C", "C", "H", "H", "H", "H", "H", "H", "H", "H", "H", "H", "H", "H", "H", "H", "H", "H", "H", "H", "H", "H", "O", "S", "O", "O", "C", "C", "C", "C", "C", "C", "P", "C", "C", "C", "C", "C", "C", "C", "C", "C", "C", "C", "C", "H", "H", "H", "H", "H", "H", "H", "H", "H", "H", "H", "H", "H", "H"], "positions_angstrom": [[-0.3083, 0.6351, 1.2981], [-0.7600, 4.2960, 8.2851], [-0.2420, 3.3213, 6.5039], [0.8971, 2.5266, 6.4568], [1.2208, 1.9008, 5.2711], [2.9105, 0.6804, 5.1501], [0.4563, 2.0357, 4.0765], [0.8197, 1.4882, 2.9804], [-0.7216, 2.8351, 4.1861], [-1.6350, 3.0213, 2.9959], [-2.2414, 1.7610, 2.5338], [-3.0239, 1.0948, 3.5618], [-2.4116, -0.2158, 4.0241], [-3.0941, -1.0402, 4.9109], [-2.5025, -2.2256, 5.3072], [-1.2442, -2.5452, 4.8151], [-0.6405, -1.6695, 3.9280], [-1.2227, -0.5300, 3.5340], [-1.0407, 3.4648, 5.3825], [1.5185, 2.3950, 7.3319], [-1.0873, 3.4380, 2.1551], [-2.4103, 3.7437, 3.2797], [-2.7910, 1.9202, 1.6982], [-4.0470, 0.9113, 3.2215], [-3.0980, 1.7375, 4.4444], [-4.0741, -0.7544, 5.2764], [-3.0175, -2.8960, 5.9850], [-0.7337, -3.4544, 5.1060], [0.3405, -1.8825, 3.5165], [-1.9362, 4.0740, 5.4336], [-1.8107, -1.9476, -0.8036], [-2.3891, -1.1106, 0.2504], [-3.0088, -1.9399, 1.2750], [-3.2809, -0.1281, -0.3095], [-4.6113, -0.4371, -0.5807], [-5.4991, 0.4991, -1.0868], [-5.0329, 1.7929, -1.3008], [-3.7045, 2.0975, -1.0731], [-2.7644, 1.1363, -0.6421], [-1.4276, 1.4167, -0.4613], [-0.7627, 2.2089, -1.3783], [-1.1978, 2.3956, -2.7105], [-0.5088, 3.1771, -3.6188], [0.6778, 3.8050, -3.2612], [1.1513, 3.5966, -1.9765], [0.4692, 2.8177, -1.0517], [1.0233, 2.6373, 0.2740], [2.3514, 2.0031, 0.2261], [1.1237, 3.9099, 0.9866], [-1.0159, -2.5691, -0.3912], [-1.3810, -1.3077, -1.5758], [-2.5761, -2.5927, -1.2631], [-2.2384, -2.5422, 1.7592], [-3.4918, -1.3149, 2.0214], [-3.7601, -2.6319, 0.8675], [-4.9597, -1.4456, -0.3933], [-6.5262, 0.2293, -1.2978], [-5.7055, 2.5694, -1.6471], [-3.3605, 3.1129, -1.2256], [-2.0914, 1.8833, -3.0433], [-0.9021, 3.2872, -4.6228], [1.2235, 4.4230, -3.9628], [2.0890, 4.0509, -1.6765], [2.6596, 1.7432, 1.2385], [3.1011, 2.6728, -0.2170], [2.3051, 1.0891, -0.3630], [1.3498, 3.7172, 2.0357], [1.9213, 4.5399, 0.5697], [0.1867, 4.4583, 0.9065], [3.1542, -1.0203, 0.8067], [2.0211, -1.8952, 1.0078], [1.9839, -2.6095, 2.2656], [0.7176, -1.2516, 0.6846], [2.2248, -3.1620, -0.2409], [2.4571, -4.4493, 0.2282], [2.8156, -5.4622, -0.6487], [2.9741, -5.1771, -1.9969], [2.7401, -3.8898, -2.4565], [2.3382, -2.8658, -1.5991], [1.9887, -1.1893, -2.3060], [3.6041, -0.9782, -3.1766], [3.7873, -0.7849, -4.5402], [5.0579, -0.5470, -5.0568], [6.1590, -0.5012, -4.2170], [5.9847, -0.6871, -2.8496], [4.7199, -0.9126, -2.3334], [0.8072, -1.6200, -3.6509], [0.4210, -0.5809, -4.5048], [-0.5832, -0.7599, -5.4446], [-1.2498, -1.9751, -5.5295], [-0.8949, -3.0061, -4.6740], [0.1233, -2.8315, -3.7458], [2.3692, -4.6304, 1.2902], [2.9866, -6.4655, -0.2768], [3.2832, -5.9506, -2.6904], [2.8720, -3.6693, -3.5103], [2.9461, -0.8382, -5.2192], [5.1823, -0.3974, -6.1223], [7.1471, -0.3204, -4.6217], [6.8376, -0.6498, -2.1829], [4.5823, -1.0296, -1.2611], [0.8921, 0.3937, -4.4087], [-0.8595, 0.0563, -6.0982], [-2.0545, -2.1086, -6.2419], [-1.4185, -3.9535, -4.7191], [0.3764, -3.6501, -3.0854]], "atomic_forces_ev_per_a": [[-0.5, 0.2, 0.2], [0.0, 0.0, 0.0], [0.1, 0.0, 0.1], [-0.1, 0.0, 0.0], [0.0, -0.1, -0.1], [0.0, 0.0, 0.0], [-0.2, 0.0, 0.0], [0.4, 0.0, 0.1], [-0.1, 0.1, 0.1], [0.1, -0.1, 0.1], [-0.1, 0.1, 0.1], [0.0, -0.1, 0.0], [0.0, 0.1, -0.2], [0.0, 0.0, 0.1], [0.0, 0.0, 0.0], [0.0, 0.0, 0.0], [0.0, 0.1, 0.1], [0.1, -0.4, -0.1], [0.0, -0.1, -0.1], [0.0, 0.0, 0.0], [0.0, 0.0, -0.1], [0.0, 0.1, 0.0], [0.0, 0.1, 0.0], [0.0, 0.0, -0.1], [-0.1, 0.0, 0.0], [0.0, 0.0, 0.0], [0.0, 0.0, 0.0], [0.0, 0.0, 0.0], [0.0, 0.0, 0.0], [0.0, 0.0, 0.0], [0.1, 0.1, 0.0], [-0.1, 0.0, 0.0], [0.1, -0.1, -0.2], [0.0, -0.3, 0.1], [0.0, 0.0, 0.1], [0.1, 0.1, 0.0], [0.0, -0.1, 0.0], [0.0, 0.1, 0.0], [0.0, 0.2, -0.1], [0.3, 0.2, -0.3], [-0.1, -0.1, 0.0], [-0.1, -0.1, -0.1], [0.0, 0.0, 0.0], [0.0, 0.0, 0.0], [0.1, 0.0, 0.0], [0.1, 0.1, 0.1], [0.1, -0.1, -0.3], [-0.1, 0.0, 0.1], [0.0, -0.1, 0.1], [0.0, 0.0, 0.0], [0.0, 0.0, 0.0], [0.0, 0.0, 0.0], [0.0, 0.1, 0.0], [0.0, 0.0, 0.0], [0.0, 0.0, 0.0], [0.0, 0.0, 0.0], [0.0, 0.0, 0.0], [0.0, 0.0, 0.0], [0.1, 0.0, -0.1], [0.0, 0.0, 0.1], [0.0, 0.0, 0.0], [0.0, 0.0, 0.0], [0.0, 0.0, 0.0], [0.0, 0.0, 0.0], [0.0, 0.0, 0.0], [0.0, 0.0, 0.0], [0.0, 0.0, 0.0], [0.0, 0.0, 0.0], [0.0, 0.0, 0.0], [0.0, 0.1, 0.0], [-0.2, 0.1, -0.1], [0.0, 0.1, 0.1], [0.4, -0.2, 0.1], [0.1, 0.0, 0.1], [0.0, -0.2, -0.1], [0.0, 0.0, 0.0], [0.0, 0.1, 0.0], [0.1, -0.1, 0.0], [0.0, 0.0, -0.1], [0.1, -0.1, 0.1], [0.0, 0.1, 0.1], [0.0, -0.1, -0.1], [0.0, 0.0, 0.0], [0.0, 0.0, 0.0], [0.0, 0.0, 0.0], [0.0, 0.0, 0.1], [-0.1, 0.1, 0.0], [0.0, 0.1, 0.0], [0.1, 0.0, 0.0], [0.0, 0.0, 0.0], [0.0, 0.0, 0.0], [0.0, 0.0, 0.0], [0.0, 0.0, 0.0], [0.0, 0.0, 0.0], [0.0, 0.0, 0.0], [0.0, 0.0, 0.0], [-0.1, 0.0, 0.0], [0.0, 0.0, 0.0], [0.0, 0.0, 0.0], [0.0, 0.0, 0.0], [0.0, 0.0, 0.0], [0.0, 0.0, 0.0], [0.0, 0.1, 0.0], [0.0, 0.0, 0.0], [0.0, 0.0, 0.0], [-0.1, 0.0, 0.0]]}